(1)
Density functional theory data (ωB97M-V/def2-TZVPD) for 3 unconnected molecules or ions with the total composition C12H10FN3O4 in a non-equilibrium geometry.

The geometry in XYZ format:
```
30
Properties=species:S:1:pos:R:3
F -2.44615 0.98897 0.68209
N -1.54128 -1.45081 -3.58741
C -0.95757 -0.73329 -4.52993
C -0.64464 -1.35618 -5.76618
C -0.87503 -2.75738 -5.87609
C -1.18772 -3.49922 -4.71057
C -1.47881 -2.77042 -3.51910
H -0.65421 0.33309 -4.39434
H -0.21126 -0.76789 -6.58847
H -0.74345 -3.26674 -6.85426
H -1.18092 -4.60602 -4.68616
H -1.60365 -3.33825 -2.58018
C -1.33526 0.22371 2.41524
N -2.20604 -0.31467 3.30362
O -3.15022 -1.00760 2.77554
O -2.15803 -0.17431 4.56063
C -0.10748 0.95495 2.57773
C 0.39577 1.25884 3.90361
C 1.63196 1.85112 4.15947
C 2.46976 2.13187 3.05847
N 3.74641 2.77387 3.25563
O 4.39892 3.15889 2.25109
O 4.15632 2.96615 4.42820
C 2.03242 1.86240 1.72718
C 0.76894 1.31387 1.47128
H -2.11194 0.16147 1.19532
H -0.14530 0.94562 4.78573
H 2.04397 2.06307 5.15444
H 2.72500 2.05489 0.89542
H 0.36950 1.00001 0.49198
```

Output
LUMO level = -3.8264 eV
Largest force on an atom = 6.5 eV/A
ΔE to the lowest compared entry with this formula, charge and spin = 64.8 kJ/mol
Multiplicity = 1
Frontier orbital gap = 5.415 eV
HOMO level = -0.340 Ha

***

(2)
Density functional theory data (ωB97M-V/def2-TZVPD) for a molecular structure, C44H39FGeIrN2PS4 in a non-equilibrium geometry.

The geometry in XYZ format:
```
93
Properties=species:S:1:pos:R:3
Ir 0.79124 -0.99060 0.37274
C 2.69238 -0.46131 -2.49479
C 3.36924 -0.73982 -1.19903
N 2.75616 -0.91937 -0.05462
C 3.62232 -1.05467 1.01567
C 4.92972 -1.00439 0.67201
S 5.07019 -0.76826 -1.02020
C 2.93150 -1.14896 2.29038
C 3.38991 -1.19033 3.55969
S 2.07575 -1.13997 4.64525
C 0.95454 -1.07883 3.36669
N 1.54055 -1.10797 2.19049
C -0.50586 -1.01601 3.63112
H 1.61180 -0.42905 -2.35276
H 2.92520 -1.23071 -3.22995
H 3.01857 0.50738 -2.87852
H 5.79473 -1.08313 1.30924
H 4.41264 -1.21184 3.89671
H -0.69661 -1.08713 4.70011
H -1.02165 -1.82240 3.10994
H -0.91295 -0.07558 3.25421
S -3.00626 0.52203 -2.10899
P -3.20751 -0.56100 -0.51502
S -1.50020 -1.31936 0.50092
C -4.07622 -2.10868 -0.87287
C -3.55818 -2.92840 -1.87395
C -4.20263 -4.10124 -2.21986
C -5.38617 -4.45579 -1.58162
C -5.92640 -3.62457 -0.61470
C -5.27329 -2.45155 -0.25545
C -4.07269 0.24220 0.86758
C -4.25079 -0.40343 2.09290
C -4.91150 0.23868 3.12527
C -5.39407 1.53168 2.94587
C -5.21737 2.17597 1.73252
C -4.55842 1.53225 0.69198
H -2.67537 -2.61148 -2.41462
H -3.79359 -4.73481 -2.99619
H -5.89349 -5.37212 -1.85320
H -6.86245 -3.88260 -0.13747
H -5.71178 -1.80725 0.49416
H -3.87686 -1.41069 2.23315
H -5.05923 -0.26823 4.07010
H -5.91242 2.03139 3.75387
H -5.59903 3.17809 1.58815
H -4.41546 2.02463 -0.26187
C -1.21794 2.21582 0.39905
Ge 0.63445 1.61314 0.41562
C 1.23512 2.09124 2.25077
C 0.26693 2.59280 3.12660
C 0.58518 2.98595 4.42102
C 1.88787 2.87768 4.88097
C 2.86429 2.37105 4.03523
C 2.53808 1.98130 2.74425
C 1.86671 2.43151 -0.88051
C 3.20726 2.23801 -0.63860
C 4.21455 2.76699 -1.47035
C 3.86522 3.46506 -2.58838
C 2.50194 3.68421 -2.90174
C 2.14422 4.40819 -4.06565
C 0.83548 4.64216 -4.36952
C -0.17564 4.16239 -3.51297
C 0.14094 3.45723 -2.38686
C 1.48831 3.18485 -2.03992
H -1.24286 3.29366 0.57577
H -1.76409 1.70252 1.19026
H -1.72236 1.98201 -0.53329
H -0.76057 2.69502 2.80336
H -0.18715 3.38894 5.06385
H 2.14269 3.19226 5.88458
H 3.88807 2.28607 4.37970
H 3.33696 1.60251 2.12133
H 3.52672 1.66972 0.22499
H 5.25626 2.61775 -1.21584
H 4.62200 3.86935 -3.25000
H 2.93456 4.77437 -4.70978
H 0.57073 5.19470 -5.26109
H -1.21404 4.35554 -3.74859
H -0.65515 3.10276 -1.75260
F 1.53001 -4.17051 -5.30292
C 1.41968 -3.93289 -3.99024
C 2.55809 -4.00774 -3.20513
C 2.44308 -3.73773 -1.85387
C 1.20229 -3.42119 -1.28049
C 1.10166 -3.17523 0.15591
C 0.07453 -3.38683 -2.10901
C 0.17536 -3.63144 -3.46618
H 3.50098 -4.28293 -3.65830
H 3.31966 -3.80938 -1.21931
H 2.01672 -3.41984 0.69250
H 0.20630 -3.54100 0.64945
H -0.88313 -3.16054 -1.66158
H -0.68788 -3.60222 -4.11755
```

Output
Total charge = +1
LUMO level (alpha / beta) = -3.5009 / -5.0098 eV
Largest force on an atom = 1.5 eV/A
ΔE to the lowest compared entry with this formula, charge and spin = 0.0 kJ/mol
Multiplicity = 2
Frontier orbital gap (alpha / beta) = 6.440 / 5.320 eV
HOMO level (alpha / beta) = -0.365 / -0.380 Ha